73
Properties=species:S:1:pos:R:3:forces:R:3 method="wB97M-V/def2-TZVPD" total_charge=-1 energy_ha=-2411.38204 orbital_gap_ev=7.18 homo_energy_ev=-4.57 e_lumo_ev=2.6 e_above_lowest_ev=0.000
Pt 0.233233 -1.112460 -0.467109 0.07 -0.11 -0.19
C 0.432434 3.261023 -0.928064 -0.03 -0.01 0.00
C -0.106882 1.852503 -0.947227 -0.04 -0.01 -0.13
N 0.715797 0.853061 -0.880597 0.06 0.00 0.22
N 2.067551 1.192370 -0.886437 0.02 0.01 0.02
C 2.871281 0.204167 -0.721037 -0.02 0.00 -0.01
S 2.462475 -1.454889 -0.468692 -0.05 0.01 0.05
S 4.609085 0.541213 -0.696924 0.01 -0.02 -0.06
C 4.687014 2.151453 -1.536790 -0.01 -0.01 0.04
C 4.464647 2.070456 -3.021013 0.01 -0.02 -0.02
C 5.496487 1.667196 -3.865274 -0.01 0.01 0.02
C 5.300634 1.577281 -5.233896 -0.01 0.00 -0.01
C 4.061465 1.886740 -5.779736 0.01 -0.01 -0.01
C 3.027174 2.286515 -4.947122 0.00 0.00 0.01
C 3.227238 2.379385 -3.576342 0.00 0.02 -0.02
C -1.555842 1.651371 -1.083781 0.01 0.00 0.01
C -2.315687 2.771072 -1.488995 -0.02 -0.01 0.01
C -3.673766 2.740269 -1.694133 0.02 0.02 -0.01
C -4.353274 1.534166 -1.492098 -0.02 -0.03 0.01
C -3.662476 0.417336 -1.109787 -0.01 0.02 0.00
C -2.254464 0.416453 -0.896879 0.04 -0.04 0.00
O -1.754009 -0.723572 -0.538401 -0.03 0.09 -0.01
H 1.363224 3.275202 -0.375799 0.02 0.01 -0.01
H 0.614171 3.629209 -1.942176 -0.04 0.00 0.01
H -0.272278 3.924955 -0.436440 0.02 0.01 0.02
H 3.970286 2.817324 -1.062092 -0.02 0.00 0.01
H 5.695813 2.508406 -1.320856 -0.01 0.02 0.00
H 6.460373 1.411972 -3.438675 0.00 0.00 0.00
H 6.113690 1.261186 -5.875844 0.00 0.00 0.00
H 3.902509 1.810073 -6.848111 0.00 0.00 0.00
H 2.054298 2.517612 -5.362821 0.00 0.00 0.00
H 2.417489 2.668448 -2.920018 0.04 -0.01 -0.02
H -1.803044 3.703813 -1.672257 -0.01 0.01 0.00
H -4.198826 3.630512 -2.014779 0.00 0.00 0.00
H -5.424740 1.476713 -1.648526 0.00 0.00 0.00
H -4.161824 -0.532861 -0.969882 0.00 0.01 0.00
C -3.736599 -2.587733 1.299935 -0.01 0.02 0.00
N -2.843713 -2.918526 2.398253 -0.02 -0.02 -0.01
C -3.225819 -2.187625 3.583292 0.00 0.01 0.00
C -1.449669 -2.645317 2.045752 0.07 -0.01 0.02
C -0.926916 -3.555897 0.954374 -0.02 -0.01 -0.01
C -1.192178 -4.919949 1.082909 0.00 -0.01 -0.03
C -0.725634 -5.835518 0.154321 -0.02 0.00 0.02
C 0.032331 -5.378532 -0.915145 0.01 0.02 -0.01
C 0.305370 -4.023849 -1.036675 0.00 -0.04 -0.03
C -0.168420 -3.069855 -0.122428 -0.02 0.06 0.10
H -4.756082 -2.885196 1.558085 0.00 -0.01 0.00
H -3.427038 -3.118126 0.400535 -0.01 0.01 -0.01
H -3.724574 -1.511282 1.071306 0.00 -0.01 0.02
H -4.264452 -2.410691 3.836863 0.00 0.00 0.01
H -3.138415 -1.092490 3.450833 -0.01 -0.01 0.00
H -2.595922 -2.482063 4.425976 0.02 0.02 0.00
H -0.854247 -2.820988 2.950701 -0.01 0.03 0.02
H -1.305772 -1.592669 1.757876 -0.01 -0.03 -0.02
H -1.790594 -5.252852 1.923926 0.00 0.00 0.01
H -0.947034 -6.890869 0.266044 0.00 0.00 0.00
H 0.413860 -6.075468 -1.653590 0.00 0.00 0.00
H 0.903723 -3.687352 -1.876124 0.00 0.00 0.00
C -0.531548 0.145360 4.475555 0.02 -0.03 -0.03
N -0.530904 1.138877 3.419019 0.00 -0.01 -0.06
C -1.675222 2.018167 3.262086 0.00 0.02 0.00
C 0.571443 1.417281 2.666190 0.01 0.01 0.02
C 1.743338 0.476378 2.746976 0.07 0.03 -0.02
O 0.588980 2.385856 1.919473 -0.04 0.09 0.04
H -1.547866 0.028965 4.843314 -0.01 -0.01 0.00
H 0.103923 0.434345 5.319709 -0.01 0.01 0.00
H -0.204261 -0.825680 4.106025 0.00 -0.01 0.00
H -2.553940 1.535776 3.686627 -0.01 -0.01 -0.01
H -1.847912 2.206815 2.203721 0.00 0.00 0.00
H -1.522696 2.984147 3.754180 0.00 -0.01 0.01
H 1.873496 0.007962 3.720229 0.02 0.01 0.00
H 2.640728 1.028229 2.474313 -0.02 0.00 -0.01
H 1.598958 -0.305318 1.994196 -0.02 -0.05 0.04

=====

74
Properties=species:S:1:pos:R:3:forces:R:3 method="wB97M-V/def2-TZVPD" energy_ha=-2688.85481 orbital_gap_ev="4.90 / 5.16" homo_energy_ev="-6.82 / -6.92" e_lumo_ev="-1.9 / -1.8" e_above_lowest_ev=3.268
Pd 0.301700 -0.526600 0.313200 0.73 1.11 1.08
C 2.893000 -2.030500 1.538700 -0.03 0.23 -0.81
Si 3.375700 -0.992300 -0.015200 0.34 -0.88 0.06
C 5.274100 -0.774000 0.046600 -0.76 0.24 0.07
C 3.020300 -1.726600 -1.756400 -0.01 0.08 0.87
N 2.342300 0.374200 0.098800 -1.27 -1.92 -0.60
C 2.579300 1.674700 0.284300 -0.53 1.53 0.68
C 3.836000 2.236500 0.598200 -0.41 -0.37 0.13
C 3.971000 3.571300 0.904400 -0.06 0.48 -0.02
C 2.869000 4.416200 0.887000 0.23 -0.14 0.07
C 1.627800 3.919100 0.523500 -0.15 0.01 -0.09
C 1.481100 2.580900 0.207500 0.93 -0.12 -0.09
O 0.313900 2.012200 -0.225300 -0.46 0.39 0.04
C -0.764900 2.878000 -0.283500 -0.18 0.39 -0.10
C -1.448000 3.217500 0.875600 0.14 -0.16 -0.14
C -2.515600 4.091100 0.800500 0.07 0.05 0.02
C -2.862500 4.658900 -0.414900 -0.14 0.09 -0.06
C -2.155800 4.337000 -1.561500 -0.12 0.09 0.00
C -1.108000 3.435900 -1.504600 0.15 -0.26 0.23
H 3.172100 -3.076100 1.464200 0.05 -0.24 -0.02
H 1.807100 -1.965200 1.704000 0.30 -0.14 0.05
H 3.384600 -1.624900 2.419600 0.11 0.18 0.05
H 5.771300 -1.726700 -0.091600 -0.02 -0.36 -0.07
H 5.606200 -0.376600 0.998900 0.07 0.09 0.24
H 5.622100 -0.110900 -0.736600 0.08 0.18 -0.21
H 3.387400 -2.740800 -1.868600 0.10 -0.30 -0.04
H 3.514000 -1.123900 -2.514800 0.08 0.23 -0.01
H 1.950700 -1.717800 -1.968900 -0.07 -0.02 -0.03
H 4.698000 1.594100 0.622400 0.12 -0.11 0.07
H 4.939500 3.965000 1.181300 0.07 -0.02 -0.06
H 2.967600 5.456100 1.156600 0.03 0.10 0.01
H 0.779000 4.586200 0.487500 -0.02 -0.01 -0.03
H -1.130500 2.790600 1.815400 0.02 -0.03 0.06
H -3.068000 4.338800 1.694500 -0.04 0.03 0.08
H -3.683900 5.358700 -0.466000 -0.06 0.05 -0.02
H -2.407800 4.804500 -2.500700 -0.08 0.00 -0.12
H -0.544900 3.168000 -2.385700 0.08 -0.02 -0.07
S -2.433000 0.210500 0.957800 -0.13 -0.25 -0.37
C -1.530300 0.101800 2.365400 -0.31 0.05 0.52
N -0.222700 0.188400 2.359300 -0.10 -0.09 -1.59
C 0.323300 0.177600 3.603200 0.41 -0.12 1.07
C 1.674700 0.347200 3.876200 -0.14 -0.05 -0.08
C 2.094100 0.308700 5.188100 0.00 -0.02 0.03
C 1.178900 0.107500 6.220200 0.00 0.02 0.12
C -0.177200 -0.021200 5.966900 0.08 0.02 0.11
C -0.606100 0.029100 4.652900 0.10 -0.01 -0.44
S -2.224500 -0.053700 3.992100 0.53 0.07 -0.41
H 2.341200 0.515000 3.044800 0.19 0.01 -0.05
H 3.141500 0.435300 5.418200 0.08 0.01 0.04
H 1.535600 0.066500 7.238600 -0.01 0.00 0.09
H -0.879500 -0.158900 6.776700 -0.03 0.02 0.04
C -4.146800 -4.274300 -0.576800 0.15 0.11 0.19
C -3.848000 -2.860700 -0.101100 -0.28 -0.17 0.02
N -2.506700 -2.505300 -0.504400 -0.04 0.32 -0.14
C -1.460000 -3.352600 -0.335900 0.24 0.17 -0.32
N -0.262000 -2.848700 -0.237500 0.13 0.29 -0.05
C 0.826900 -3.810600 -0.119800 -0.10 -0.17 -0.05
C 0.567900 -5.056600 -0.958700 -0.06 0.12 0.31
C -0.697400 -5.688200 -0.413900 0.32 -0.07 -0.10
N -1.744300 -4.691300 -0.391700 -0.05 -0.07 0.05
C -3.056400 -5.187500 -0.035600 -0.38 0.04 -0.05
H -4.147900 -4.300700 -1.666600 0.02 -0.03 -0.04
H -5.120300 -4.608100 -0.220100 -0.04 0.02 0.02
H -3.963800 -2.804800 0.991800 -0.02 0.05 -0.09
H -4.531300 -2.135200 -0.543800 -0.02 -0.06 0.05
H -2.257900 -1.528600 -0.330600 -0.05 -0.58 -0.01
H 0.930200 -4.102700 0.933800 0.18 -0.01 -0.07
H 1.745800 -3.326800 -0.430300 0.00 -0.07 0.08
H 1.403300 -5.755200 -0.907000 0.00 0.00 0.02
H 0.417900 -4.765900 -1.999500 0.03 -0.02 -0.07
H -0.521900 -6.083000 0.598200 0.02 -0.05 -0.11
H -1.029500 -6.517900 -1.049600 -0.01 0.08 0.11
H -3.144700 -5.272300 1.059800 -0.04 -0.07 -0.12
H -3.153300 -6.190300 -0.460500 0.00 0.05 0.09

=====

76
Properties=species:S:1:pos:R:3:forces:R:3 method="wB97M-V/def2-TZVPD" total_charge=-1 energy_ha=-4492.31292 orbital_gap_ev=8.07 homo_energy_ev=-5.71 e_lumo_ev=2.4
C 0.665409 -3.063990 5.522433 0.05 0.24 0.16
C -0.541615 -2.257155 5.097090 -0.18 -0.70 -0.37
C -0.316624 -1.372923 3.904316 0.53 0.48 0.19
Br -0.102889 -2.556506 2.317479 -0.19 -0.08 -0.20
Al 1.253580 -0.096855 4.093927 0.81 -0.47 0.50
F 0.729278 1.478479 3.758449 -0.52 0.38 -0.25
C 2.693590 -0.593461 2.811102 -0.42 0.01 -0.05
B 2.231284 -0.462547 1.360334 0.28 -0.34 0.50
O 2.556199 -1.431949 0.391284 -0.40 -0.21 -0.34
O 1.453621 0.607587 0.963801 -0.67 0.04 -0.79
H 0.727240 -3.972206 4.949715 0.10 -0.45 -0.25
H 1.578836 -2.508736 5.376114 0.37 0.20 -0.01
H 0.608252 -3.312655 6.570749 0.00 -0.24 0.40
H -1.312716 -2.972582 4.835894 -0.57 -0.23 0.16
H -0.942220 -1.662808 5.905759 0.06 0.42 0.31
H -1.227303 -0.832090 3.715805 -0.51 0.17 -0.39
H 1.791424 -0.112389 5.619704 -0.15 -0.02 0.10
H 3.495529 0.121084 2.949230 0.29 0.46 0.27
H 3.096494 -1.577713 2.991125 0.29 -0.44 0.18
H 1.961718 -2.167909 0.612881 0.38 0.00 -0.11
H 0.646271 0.613162 1.497096 0.39 0.61 0.13
N 2.449059 4.746933 1.822435 0.05 -0.04 0.02
C 1.511565 3.979371 2.378870 0.11 0.06 -0.09
C 0.209761 4.413430 2.596887 -0.04 -0.07 0.03
C -0.135510 5.699422 2.224423 -0.01 0.02 -0.02
C 0.832912 6.506171 1.645556 -0.01 0.01 0.01
C 2.102741 5.979838 1.468518 0.01 0.11 -0.05
H 1.798167 2.977175 2.661764 -0.01 -0.01 -0.01
H -0.501236 3.737980 3.051031 0.02 -0.03 0.03
H -1.141397 6.069443 2.379711 -0.01 0.00 0.00
H 0.611378 7.519287 1.336678 0.01 0.01 -0.01
H 2.886896 6.579850 1.015892 -0.03 0.02 0.00
N 0.757457 -0.181718 -4.545990 0.00 -0.03 -0.09
C 1.367389 -0.609063 -3.442122 0.07 -0.09 0.08
C 1.427180 0.114271 -2.259735 -0.06 0.05 -0.08
C 0.816305 1.354890 -2.230772 -0.04 0.27 0.05
C 0.187355 1.830641 -3.371520 0.02 -0.12 -0.02
C 0.183780 1.017652 -4.497116 -0.03 0.11 -0.02
H 1.831975 -1.588731 -3.511732 -0.01 0.00 0.03
H 1.914615 -0.261944 -1.372796 0.02 -0.17 -0.07
H 0.845620 1.943148 -1.322319 0.00 -0.01 0.03
H -0.291431 2.801501 -3.382697 -0.04 -0.02 0.00
H -0.300310 1.346087 -5.411897 -0.02 0.02 0.02
N -4.317584 -1.332804 -0.173703 -0.06 0.13 0.02
C -5.127016 -2.210800 -0.758594 -0.11 -0.01 -0.02
C -4.689291 -3.388612 -1.340263 0.00 -0.02 -0.01
C -3.331856 -3.668987 -1.315657 0.02 -0.02 -0.01
C -2.476940 -2.765436 -0.710878 0.00 -0.03 -0.02
C -3.019064 -1.616253 -0.154128 0.09 0.08 0.04
H -6.182368 -1.954314 -0.760263 0.02 -0.03 -0.01
H -5.395083 -4.066566 -1.800497 -0.02 0.00 -0.01
H -2.947649 -4.577719 -1.760087 0.01 -0.02 -0.01
H -1.412222 -2.941986 -0.663205 0.03 0.03 0.03
H -2.379514 -0.889270 0.333897 0.05 -0.05 0.00
N 3.726154 -6.478556 -2.655492 -0.04 -0.12 0.02
C 4.640774 -6.063379 -3.524437 0.10 0.00 -0.10
C 4.967454 -4.729758 -3.719103 0.00 0.00 -0.01
C 4.304163 -3.771231 -2.970099 0.01 0.01 -0.02
C 3.346761 -4.188029 -2.061526 -0.05 0.03 0.04
C 3.098562 -5.548146 -1.942976 -0.08 0.06 0.07
H 5.138172 -6.841307 -4.094975 0.02 0.03 -0.01
H 5.723561 -4.452439 -4.440842 0.01 -0.01 -0.01
H 4.526902 -2.719058 -3.089296 0.00 0.02 0.01
H 2.809434 -3.469950 -1.456555 0.02 0.01 0.04
H 2.358125 -5.912006 -1.238801 -0.01 0.03 0.01
N -2.390113 4.220808 -2.132774 0.12 0.02 -0.07
C -3.157693 5.174611 -2.647685 -0.01 0.12 -0.06
C -4.542138 5.168747 -2.576828 0.00 0.02 0.00
C -5.162578 4.111234 -1.932060 -0.04 -0.03 0.03
C -4.375922 3.109482 -1.389093 0.04 0.05 -0.01
C -2.997669 3.211900 -1.519120 0.04 -0.14 0.12
H -2.634514 5.987202 -3.141583 -0.03 0.01 -0.01
H -5.115160 5.975766 -3.013585 0.01 0.00 -0.01
H -6.241425 4.069901 -1.851447 -0.01 0.00 0.00
H -4.807086 2.266846 -0.870378 -0.03 -0.09 0.02
H -2.346811 2.448640 -1.105325 -0.03 -0.02 -0.01

=====

77
Properties=species:S:1:pos:R:3:forces:R:3 method="wB97M-V/def2-TZVPD" total_charge=-1 energy_ha=-6297.12312 s2=6.06 orbital_gap_ev="4.36 / 7.61" homo_energy_ev="-1.83 / -5.08" multiplicity=5 e_lumo_ev="2.5 / 2.5" e_above_lowest_ev=0.589
Cr 0.495398 -0.382774 0.369674 0.34 0.02 -0.50
C 4.145183 0.494097 1.960691 0.18 -0.08 0.08
C 3.311409 1.051000 0.856780 0.24 0.23 0.18
O 2.266480 0.530595 0.516672 -0.58 -0.40 -0.27
N 3.740452 2.149000 0.219917 -0.06 0.65 -0.07
C 2.784769 2.922003 -0.562287 -0.05 -0.03 0.16
C 1.830053 3.738459 0.303428 0.04 -0.14 -0.01
C 1.243794 4.891579 -0.202976 -0.10 0.06 -0.12
C 0.308782 5.557364 0.571681 0.36 0.12 -0.12
C -0.007592 5.054539 1.819209 0.23 -0.10 0.31
C 0.648835 3.911595 2.254993 0.03 0.03 0.04
N 1.561267 3.277530 1.519318 0.15 0.00 0.05
H 4.104044 -0.591316 1.919569 0.01 -0.04 0.01
H 3.693247 0.802621 2.904807 -0.04 0.01 -0.02
H 5.178888 0.837308 1.912320 -0.03 0.00 0.03
H 4.488912 2.663684 0.649370 0.11 -0.04 0.08
H 2.219893 2.201828 -1.156229 -0.12 0.09 -0.06
H 3.317201 3.580278 -1.245980 0.10 -0.05 -0.03
H 1.499274 5.248083 -1.194730 0.00 -0.04 0.03
H -0.176124 6.451875 0.197415 0.07 -0.03 0.00
H -0.747089 5.534388 2.449246 0.03 -0.06 0.00
H 0.423157 3.471746 3.223188 0.01 0.03 -0.11
C -1.231871 -6.659271 -1.198120 -0.11 -0.15 -0.18
Si -0.582714 -5.850123 0.360414 -0.12 0.00 -0.04
C -1.363562 -6.689820 1.841810 -0.15 -0.12 0.16
C 1.248769 -6.168012 0.447150 0.23 0.15 0.01
C -1.212148 -4.071342 0.350454 0.45 0.27 -0.03
C -2.584625 -3.903918 0.445539 -0.03 -0.15 0.00
C -3.177441 -2.646054 0.457936 -0.29 -0.07 0.00
C -2.361305 -1.547956 0.368999 -0.11 0.27 -0.08
N -1.044194 -1.668647 0.257647 -0.01 -0.49 0.12
C -0.442347 -2.880825 0.258691 -0.16 -0.11 -0.03
S 1.285789 -2.723451 0.177138 -0.11 -0.16 0.20
H -1.008953 -7.735291 -1.196701 -0.04 0.18 -0.03
H -0.761849 -6.214575 -2.083114 -0.08 -0.06 0.10
H -2.317932 -6.536767 -1.297433 0.17 -0.02 0.00
H -1.079954 -7.750159 1.867706 -0.06 0.15 0.02
H -2.459139 -6.633850 1.819635 0.18 -0.02 0.03
H -1.022500 -6.221496 2.772058 -0.05 -0.06 -0.10
H 1.417861 -7.252118 0.520826 -0.06 0.19 -0.02
H 1.696588 -5.679798 1.317200 -0.01 -0.06 -0.08
H 1.762221 -5.788251 -0.440437 -0.02 -0.04 0.10
H -3.223308 -4.782611 0.521988 0.04 0.08 -0.01
H -4.249882 -2.524319 0.544265 0.07 -0.01 -0.01
H -2.734307 -0.531747 0.387795 0.01 0.03 0.02
Se 0.555449 -0.738562 2.922041 0.11 -0.34 0.06
C -0.366526 0.640838 3.690982 -0.27 0.57 0.19
N -0.922146 1.503592 4.233262 0.20 -0.31 -0.18
S -0.188871 0.840898 -4.015605 0.15 0.00 0.07
C -0.573845 0.207701 -2.427006 0.33 -0.35 0.01
N 0.553475 -0.167349 -1.699944 -0.10 0.15 0.04
C 1.676247 -0.148850 -2.474674 -0.17 0.05 -0.03
C 2.972904 -0.582757 -2.125566 -0.03 0.03 -0.15
C 4.005941 -0.489814 -3.051636 -0.08 0.01 0.05
C 3.804538 0.024104 -4.329684 -0.04 0.01 0.01
C 2.524200 0.449522 -4.699817 0.00 0.02 0.02
C 1.489604 0.361999 -3.789603 -0.01 -0.05 0.03
H -1.534781 0.395098 -1.978952 0.16 0.10 0.11
H 3.146885 -1.008446 -1.148169 0.02 -0.02 -0.06
H 4.995205 -0.837577 -2.768893 -0.06 0.01 0.00
H 4.625432 0.080475 -5.036249 -0.06 0.01 0.05
H 2.343659 0.849101 -5.693595 0.01 -0.04 0.08
C -3.838788 3.121838 2.170526 -0.05 0.04 0.25
Si -3.112665 3.042792 0.454125 -0.06 0.04 0.07
C -4.375971 2.325441 -0.724339 -0.16 -0.18 -0.19
C -2.688943 4.760810 -0.145873 0.06 0.30 0.00
C -1.648805 1.984945 0.485588 0.42 -0.16 -0.04
C -0.695358 1.216470 0.500826 -0.55 0.25 0.05
H -4.672120 3.832243 2.241664 0.09 -0.09 -0.02
H -3.063692 3.409609 2.891325 -0.12 -0.05 -0.07
H -4.198241 2.130964 2.472228 0.05 0.13 -0.01
H -5.304215 2.909463 -0.710811 0.09 -0.06 -0.02
H -4.623345 1.289924 -0.458444 0.02 0.15 -0.03
H -3.988986 2.319102 -1.750520 -0.05 0.00 0.13
H -3.569657 5.413837 -0.146757 0.04 -0.08 -0.03
H -2.289693 4.715219 -1.166175 -0.03 0.03 0.11
H -1.920338 5.212277 0.492229 -0.58 -0.19 -0.30